# C8H8FO2

A cluster of 2 separate species, C8H8FO2 in total at a distorted geometry (wB97M-V/def2-TZVPD, OMol25).

```
19
C8H8FO2, DFT wB97M-V/def2-TZVPD
C -2.29895 -1.44235 2.03831
C -2.62540 -0.97354 0.93966
C 0.32062 -0.50458 0.28117
C -0.13943 -0.60452 -0.97361
C -4.00054 0.65165 -0.42748
C 1.35540 -1.52012 0.75829
C 0.05843 0.62271 1.27487
C -3.00120 -0.47682 -0.24580
O -3.30383 1.67437 -0.46201
O -5.17819 0.47645 -0.35231
F 0.39942 -1.50468 -1.86818
H -1.80796 -1.81102 2.85969
H 1.29289 -2.38893 0.15898
H 2.38572 -1.06126 0.42619
H 1.27926 -1.82799 1.78348
H 0.35289 0.28635 2.34538
H -1.00233 0.92905 1.13983
H 0.71023 1.50177 1.06565
H -1.96013 -0.55096 -0.82167
```

Summary:
- Lowest unoccupied orbital energy (alpha / beta): 3.32 / 2.05 eV
- Total charge: -1
- DFT total energy: -15232.2709 eV

Atomic partial charges in e from the natural (NBO) method, atoms 1 to 4:
1 C -0.31
2 C -0.05
3 C -0.19
4 C 0.43

# C8H8N2O2S

A cluster of 2 separate species, C8H8N2O2S in total at a distorted geometry (wB97M-V/def2-TZVPD, OMol25).

```
21
C8H8N2O2S, DFT wB97M-V/def2-TZVPD
C 1.47365 1.67909 0.57774
C 1.05707 1.64491 -0.75829
C 1.35185 0.65591 1.44849
C 0.72922 0.43627 -1.37602
C 1.06407 -0.60084 0.84055
C 0.73788 -0.67935 -0.53782
C 0.93235 -1.91012 1.31920
C -3.01103 0.91639 -1.22721
N 0.65161 -1.98600 -0.91092
N 0.76340 -2.66602 0.19013
O -1.99813 -1.28203 0.36103
O -2.72658 1.12018 0.07806
S -2.17369 -0.02214 1.08184
H 1.74412 2.69343 1.06871
H 1.00170 2.58529 -1.26843
H 1.76269 0.77464 2.45332
H 0.77917 0.38887 -2.39978
H -3.57278 1.78881 -1.67280
H 1.21333 -2.41407 2.34736
H -2.25344 0.45642 -1.74720
H 0.47355 -3.57963 0.13202
```

Summary:
- Lowest unoccupied orbital energy (alpha / beta): -0.46 / 0.20 eV
- DFT total energy: -26331.5235 eV

Atomic partial charges in e from the natural (NBO) method, atoms 1 to 4:
1 C -0.22
2 C -0.22
3 C -0.20
4 C -0.21

# C8H8N2O2S

The molecule C8H8N2O2S (wB97M-V/def2-TZVPD, OMol25).

```
21
C8H8N2O2S, DFT wB97M-V/def2-TZVPD
C 2.27346 1.58708 -0.23700
C 3.06563 0.46378 -0.40636
C 0.95902 1.45130 0.17860
C 2.53078 -0.79320 -0.19561
C 0.40913 0.19584 0.39511
C 1.20036 -0.92825 0.17332
C -1.00376 0.05989 0.90705
C -1.97427 -0.29163 -0.15300
N -1.77489 -1.05634 -1.11655
N -3.34556 0.32829 0.00735
O -3.50363 1.15791 0.87023
O -4.18403 -0.07657 -0.76592
S 0.55007 -2.56594 0.41187
H 2.68484 2.56979 -0.40974
H 4.09903 0.56120 -0.70244
H 0.35807 2.33128 0.35502
H 3.13272 -1.68006 -0.31374
H -1.03163 -0.74863 1.65027
H -1.32231 0.98060 1.39844
H -2.57396 -1.19606 -1.73461
H -0.54908 -2.35029 -0.31230
```

Summary:
- Lowest unoccupied orbital energy: -0.95 eV
- DFT total energy: -26333.1299 eV

Atomic partial charges in e from the natural (NBO) method, atoms 1 to 4:
1 C -0.23
2 C -0.20
3 C -0.14
4 C -0.21

# C8H8N2O2S

The molecule C8H8N2O2S at a distorted geometry (wB97M-V/def2-TZVPD, OMol25).

```
21
C8H8N2O2S, DFT wB97M-V/def2-TZVPD
C 1.62710 1.76213 -0.44710
C -3.02958 0.02316 0.70628
C -2.72751 -0.63289 -0.51809
C -2.12757 0.77136 1.39419
C -1.46541 -0.56231 -1.02707
C -0.82617 0.85980 0.86005
C -0.47061 0.20805 -0.28985
C 0.94231 0.29149 -0.76840
N 2.00533 2.83388 -0.46458
N 3.41242 -0.88600 -0.55823
O 2.03320 -0.30654 1.52485
O 1.40878 -2.27647 0.27683
S 1.90662 -0.93849 0.23140
H -4.14009 -0.05648 1.09103
H -3.35668 -1.19533 -1.18001
H -2.33328 1.33040 2.18062
H -1.30135 -0.95521 -1.91958
H -0.23277 1.47590 1.44201
H 0.90086 0.05318 -1.89899
H 3.86420 -1.73405 -0.45034
H 3.91022 -0.06557 -0.18504
```

Summary:
- Lowest unoccupied orbital energy: 0.43 eV
- DFT total energy: -26333.6153 eV

Atomic partial charges in e from the natural (NBO) method, atoms 1 to 4:
1 C 0.28
2 C -0.17
3 C -0.21
4 C -0.20